<one>
Density functional theory data (ωB97M-V/def2-TZVPD) for a 4-piece molecular cluster, H9O4 overall.

Values from the calculation:
Molar mass = 73.07 g/mol
Kohn-Sham gap = 12.89 eV
E_LUMO = -3.3 eV
HOMO energy = -0.5933 Ha

Structure (ORCA input):
```
! wB97M-V def2-TZVPD RIJCOSX def2/J DEFGRID3
* xyz 1 1
O -0.45 2.03 1.90
H -1.28 1.81 2.33
H -0.43 3.00 2.00
O 1.51 0.00 -2.31
H 2.39 -0.34 -2.51
H 0.95 -0.33 -3.05
O -1.02 -1.92 0.64
H -1.87 -2.16 0.28
H -0.51 -2.71 0.80
O 0.26 0.14 0.09
H 0.77 0.21 -0.75
H -0.36 -0.72 0.12
H 0.03 1.01 0.47
*
```

---

<two>
Density functional theory data (ωB97M-V/def2-TZVPD) for a 4-piece molecular cluster, H9O4 overall.

Values from the calculation:
Molar mass = 73.07 g/mol
Kohn-Sham gap = 12.93 eV
E_LUMO = -3.5 eV
HOMO energy = -0.6021 Ha

Structure (ORCA input):
```
! wB97M-V def2-TZVPD RIJCOSX def2/J DEFGRID3
* xyz 1 1
O 0.85 -0.42 0.06
H 0.01 -0.61 0.54
H 0.72 -0.94 -0.87
H 0.87 0.57 -0.06
O 0.79 2.17 0.61
H 1.56 1.97 1.16
H 0.09 2.60 1.11
O 0.25 -1.62 -2.05
H -0.72 -1.66 -2.05
H 0.55 -1.62 -2.97
O -1.78 -0.19 1.33
H -2.69 -0.49 1.49
H -1.75 0.50 2.00
*
```

---

Most stable = <one>

---

<one>
Density functional theory data (ωB97M-V/def2-TZVPD) for a 2-piece molecular cluster, C4H5N3O2 overall.

Values from the calculation:
Molar mass = 127.10 g/mol
Kohn-Sham gap = 9.35 eV
E_LUMO = -0.5 eV
HOMO energy = -0.3610 Ha

Structure (ORCA input):
```
! wB97M-V def2-TZVPD RIJCOSX def2/J DEFGRID3
* xyz 0 1
C 0.85 -0.73 0.09
C 0.97 0.59 0.13
C -0.11 1.52 0.12
C -1.49 1.35 -0.11
H -2.17 -1.47 -0.05
H 0.02 -2.30 -0.51
H 0.18 2.77 0.12
H -1.81 -0.08 0.11
H -2.00 2.37 -0.39
N -0.27 -1.41 -0.44
N 1.98 -1.39 -0.04
N 2.24 0.87 0.33
O -1.35 -1.74 0.61
O 2.97 -0.35 0.03
*
```

---

<two>
Density functional theory data (ωB97M-V/def2-TZVPD) for C4H5N3O2 as an isolated structure.

Values from the calculation:
Molar mass = 127.10 g/mol
Kohn-Sham gap = 7.94 eV
E_LUMO = -0.6 eV
HOMO energy = -0.3140 Ha

Structure (ORCA input):
```
! wB97M-V def2-TZVPD RIJCOSX def2/J DEFGRID3
* xyz 0 1
C -0.39 -0.28 0.76
C -0.19 -0.38 -0.63
C 1.28 1.48 -0.65
C 0.21 0.85 1.35
H -2.24 -0.69 1.94
H -1.15 -2.41 1.19
H -0.15 -1.29 -2.24
H 0.78 0.08 -2.30
H 0.03 1.10 2.40
N -1.15 -1.39 1.59
N 0.58 0.43 -1.28
N 0.94 1.85 0.57
O -0.87 -1.23 -1.39
O 2.33 1.88 -1.30
*
```

---

<three>
Density functional theory data (ωB97M-V/def2-TZVPD) for C4H5N3O2 as an isolated structure.

Values from the calculation:
Molar mass = 127.10 g/mol
Kohn-Sham gap = 6.89 eV
E_LUMO = -1.5 eV
HOMO energy = -0.3073 Ha

Structure (ORCA input):
```
! wB97M-V def2-TZVPD RIJCOSX def2/J DEFGRID3
* xyz 0 1
C 0.09 -0.67 0.07
C 0.41 0.41 -0.90
C 0.13 2.31 0.85
C 0.08 0.00 -2.24
H -0.38 -1.68 1.98
H 0.27 0.42 1.97
H -1.00 -2.26 -0.12
H 0.36 -2.06 -1.59
H 0.54 3.21 0.87
N -0.24 -0.89 1.46
N -0.01 -1.99 -0.56
N -0.56 -0.29 -3.30
O 0.58 1.86 -0.47
O -0.27 1.61 1.99
*
```

---

Most stable = <two>

---

<one>
Density functional theory data (ωB97M-V/def2-TZVPD) for a 4-piece molecular cluster, C4H15NO3 overall.

Values from the calculation:
Molar mass = 125.17 g/mol
Expectation value of S² = 0.7674
Kohn-Sham gap (alpha / beta) = 11.09 / 7.42 eV
E_LUMO (alpha / beta) = -3.5 / -7.2 eV
HOMO energy (alpha / beta) = -0.5371 / -0.5377 Ha

Structure (ORCA input):
```
! wB97M-V def2-TZVPD RIJCOSX def2/J DEFGRID3
* xyz 1 2
C 0.30 0.21 1.44
C 0.40 0.78 0.06
C 0.20 2.15 -0.14
C 0.50 -1.45 -1.04
N 0.79 -0.02 -0.92
H -0.76 0.23 1.74
H 0.76 -0.76 1.61
H 0.73 0.95 2.09
H 0.04 2.76 0.74
H 0.29 2.61 -1.11
H 0.74 -1.98 -0.12
H -0.53 -1.62 -1.24
H 1.14 -1.82 -1.82
H 0.91 0.46 -1.81
H -2.86 -2.06 1.30
H -2.71 -0.85 0.38
O -2.25 -1.65 0.68
H -2.11 1.69 -0.06
H -3.48 1.63 -0.70
O -2.82 1.07 -0.27
H 2.81 -0.60 -0.15
H 4.34 -0.57 -0.36
O 3.57 -1.15 -0.32
*
```

---

<two>
Density functional theory data (ωB97M-V/def2-TZVPD) for a 4-piece molecular cluster, C4H15NO3 overall.

Values from the calculation:
Molar mass = 125.17 g/mol
Expectation value of S² = 0.7543
Kohn-Sham gap (alpha / beta) = 10.28 / 5.14 eV
E_LUMO (alpha / beta) = -3.4 / -8.5 eV
HOMO energy (alpha / beta) = -0.5034 / -0.5029 Ha

Structure (ORCA input):
```
! wB97M-V def2-TZVPD RIJCOSX def2/J DEFGRID3
* xyz 1 2
C 0.53 0.48 0.57
C 0.28 -0.59 1.62
C -0.49 -0.03 2.80
C -1.02 -0.84 3.71
N 0.72 -0.04 -0.73
H 1.39 1.17 0.67
H -0.38 1.14 0.53
H 1.22 -1.07 1.94
H -0.16 -1.48 1.14
H -0.49 1.06 2.87
H -0.94 -1.91 3.71
H -1.60 -0.44 4.54
H 0.63 0.67 -1.45
H 0.35 -0.98 -0.92
H 0.19 3.97 4.95
H -0.43 2.52 4.68
O -0.55 3.38 5.07
H 1.28 -1.15 -6.55
H 0.57 -2.54 -6.73
O 0.51 -1.59 -6.91
H -0.97 -0.19 -5.64
H -0.04 -1.14 -5.12
O -0.61 -0.41 -4.76
*
```

---

Most stable = <one>

---

<one>
Density functional theory data (ωB97M-V/def2-TZVPD) for one molecule with the formula C21H28N2O4.

Values from the calculation:
Molar mass = 372.46 g/mol
Kohn-Sham gap = 9.38 eV
SMILES = O=C(NC[C@@H]1CCCO1)c1ccc(OC2CCN(C(=O)C3CC3)CC2)cc1
E_LUMO = 0.6 eV
HOMO energy = -0.3235 Ha

Structure (ORCA input):
```
! wB97M-V def2-TZVPD RIJCOSX def2/J DEFGRID3
* xyz 0 1
O 1.79 -4.29 1.99
C 1.04 -3.34 2.16
N 0.36 -3.15 3.32
H -0.32 -2.42 3.39
C 0.32 -4.14 4.37
H 0.41 -3.63 5.33
C -1.00 -4.93 4.33
H -1.04 -5.58 5.22
C -1.17 -5.75 3.04
H -1.50 -6.76 3.28
H -0.24 -5.81 2.48
C -2.26 -5.00 2.27
H -1.82 -4.24 1.63
C -3.04 -4.36 3.41
H -3.76 -5.07 3.84
O -2.08 -4.00 4.38
H -3.58 -3.45 3.13
H -2.88 -5.65 1.66
H 1.16 -4.82 4.23
C 0.84 -2.30 1.12
C -0.32 -1.53 1.00
C -0.45 -0.59 0.00
C 0.58 -0.39 -0.92
C 1.74 -1.17 -0.81
C 1.86 -2.11 0.18
H 2.74 -2.72 0.26
H 2.52 -1.02 -1.53
O 0.58 0.49 -1.95
C -0.51 1.39 -2.13
C -0.41 1.92 -3.56
H -0.37 1.08 -4.25
C 0.83 2.79 -3.72
N 0.83 3.87 -2.76
C 0.54 5.13 -3.16
O 0.31 5.39 -4.33
C 0.56 6.19 -2.10
C 0.02 7.54 -2.47
C -0.77 6.66 -1.55
H -1.66 6.20 -1.94
H -0.82 6.91 -0.50
H 0.51 8.41 -2.06
H -0.33 7.66 -3.48
H 1.40 6.15 -1.42
C 0.82 3.39 -1.39
H 0.86 4.22 -0.69
C -0.43 2.56 -1.13
H -0.41 2.18 -0.11
H -1.32 3.18 -1.25
H 1.71 2.76 -1.24
H 0.85 3.24 -4.72
H 1.73 2.18 -3.57
H -1.31 2.51 -3.78
H -1.46 0.85 -2.01
H -1.36 -0.02 -0.06
H -1.15 -1.67 1.68
*
```

---

<two>
Density functional theory data (ωB97M-V/def2-TZVPD) for C21H28N2O4 as an isolated structure.

Values from the calculation:
Molar mass = 372.46 g/mol
Kohn-Sham gap = 8.88 eV
E_LUMO = 0.0 eV
HOMO energy = -0.3254 Ha

Structure (ORCA input):
```
! wB97M-V def2-TZVPD RIJCOSX def2/J DEFGRID3
* xyz 0 1
O 1.31 0.08 0.43
C 2.38 0.78 0.56
N 3.64 0.36 0.53
C 4.79 0.95 0.68
H 4.61 1.85 0.80
C 5.48 0.77 -0.55
O 5.65 -0.62 -0.78
C 4.50 -1.15 -1.22
C 3.64 -1.09 0.09
H 2.75 -1.62 0.03
H 4.17 -1.43 1.01
H 4.67 -2.11 -1.45
H 3.96 -0.92 -2.04
H 6.54 1.39 -0.46
H 4.97 1.36 -1.54
H 5.24 0.47 1.64
C 2.14 2.10 0.96
H 2.47 2.36 1.99
C 0.76 2.84 0.78
H 0.52 3.73 1.49
C 0.12 2.89 -0.69
H 0.22 2.05 -0.98
C -1.32 3.38 -0.64
H -1.58 4.18 0.11
C -2.22 2.27 -0.53
H -1.98 1.90 0.76
C -3.68 2.23 -0.52
C -4.60 1.61 0.17
H -4.45 1.36 1.37
C -4.64 0.00 -0.30
N -3.42 -0.58 -0.24
C -2.93 -1.04 0.92
O -3.37 -0.71 2.14
C -1.66 -1.87 0.74
C -0.73 -2.36 1.61
C 0.42 -2.75 1.06
C 0.54 -3.03 -0.52
C -0.43 -2.46 -0.94
C -1.52 -1.79 -0.61
C -2.78 -1.02 -1.15
O -2.86 -1.08 -2.25
H -0.47 -2.46 -2.04
H 1.27 -3.60 -0.74
H 1.09 -3.53 1.69
H -0.91 -2.15 2.60
H -5.32 -0.59 0.10
H -4.77 -0.05 -1.41
H -5.52 1.70 0.18
H -3.87 3.51 -0.25
H -4.04 2.47 -1.54
H -1.89 1.28 -0.91
H -1.51 3.58 -1.78
H 0.95 3.74 -1.18
H 0.11 1.90 1.45
H 2.82 2.78 0.32
*
```

---

Most stable = <one>

---

<one>
Density functional theory data (ωB97M-V/def2-TZVPD) for one molecule with the formula H2N2O3S.

Values from the calculation:
Molar mass = 110.09 g/mol
Kohn-Sham gap = 9.90 eV
SMILES = [H]/N=N/S(=O)(=O)O
E_LUMO = -1.7 eV
HOMO energy = -0.4267 Ha

Structure (ORCA input):
```
! wB97M-V def2-TZVPD RIJCOSX def2/J DEFGRID3
* xyz 0 1
N -0.28 1.38 -0.16
N 0.33 0.50 -0.85
O 1.55 -0.97 0.55
O -0.16 -1.96 -0.96
O -0.86 -0.68 0.98
S 0.25 -0.95 -0.08
H -0.04 2.28 -0.54
H -0.79 0.40 1.06
*
```

---

<two>
Density functional theory data (ωB97M-V/def2-TZVPD) for a 2-piece molecular cluster, H2N2O3S overall.

Values from the calculation:
Molar mass = 110.09 g/mol
Kohn-Sham gap (alpha / beta) = 8.95 / 9.02 eV
E_LUMO (alpha / beta) = -0.5 / -0.3 eV
HOMO energy (alpha / beta) = -0.3463 / -0.3413 Ha

Structure (ORCA input):
```
! wB97M-V def2-TZVPD RIJCOSX def2/J DEFGRID3
* xyz 0 1
N -0.56 -0.87 0.65
N -0.10 1.40 1.12
O -0.86 1.92 1.82
O 0.69 1.60 0.32
O 0.59 -0.94 -0.14
S 0.47 -0.74 -1.85
H -1.29 -0.46 0.12
H 1.07 -1.90 -2.03
*
```

---

Most stable = <one>

---

<one>
Density functional theory data (ωB97M-V/def2-TZVPD) for one molecule with the formula H2N2O3S.

Values from the calculation:
Molar mass = 110.09 g/mol
Kohn-Sham gap = 10.00 eV
E_LUMO = -0.3 eV
HOMO energy = -0.3786 Ha

Structure (ORCA input):
```
! wB97M-V def2-TZVPD RIJCOSX def2/J DEFGRID3
* xyz 0 1
N 1.46 -0.04 -0.08
N -1.24 -0.30 -0.21
O -1.06 -1.26 0.51
O 0.03 1.71 0.94
O -2.24 0.16 -0.63
S 0.15 1.05 -0.33
H 1.63 -0.69 0.68
H 1.28 -0.63 -0.89
*
```

---

<two>
Density functional theory data (ωB97M-V/def2-TZVPD) for a 2-piece molecular cluster, H2N2O3S overall.

Values from the calculation:
Molar mass = 110.09 g/mol
Kohn-Sham gap = 9.25 eV
E_LUMO = -0.7 eV
HOMO energy = -0.3664 Ha

Structure (ORCA input):
```
! wB97M-V def2-TZVPD RIJCOSX def2/J DEFGRID3
* xyz 0 1
N -0.07 -0.49 -1.22
N 0.45 -0.76 -0.07
O 1.28 -1.70 0.17
O -0.58 0.85 2.64
O -0.70 1.61 0.26
S 0.11 1.15 1.42
H 0.33 -0.96 -2.05
H -0.82 0.30 -1.14
*
```

---

Most stable = <two>